{"formula": "C26H80N8O14", "method": "the ωB97M-V functional and the def2-TZVPD basis", "symbols": ["C", "O", "H", "H", "H", "H", "C", "O", "H", "H", "H", "H", "C", "O", "H", "H", "H", "H", "C", "O", "H", "H", "H", "H", "C", "O", "N", "N", "H", "H", "H", "H", "C", "O", "N", "N", "H", "H", "H", "H", "C", "O", "N", "N", "H", "H", "H", "H", "C", "O", "N", "N", "H", "H", "H", "H", "C", "C", "C", "O", "H", "H", "H", "H", "H", "H", "H", "H", "C", "C", "C", "O", "H", "H", "H", "H", "H", "H", "H", "H", "C", "C", "C", "O", "H", "H", "H", "H", "H", "H", "H", "H", "C", "C", "C", "O", "H", "H", "H", "H", "H", "H", "H", "H", "C", "C", "C", "O", "H", "H", "H", "H", "H", "H", "H", "H", "C", "C", "C", "O", "H", "H", "H", "H", "H", "H", "H", "H"], "xyz": [[-6.237, 28.919, -12.077], [-5.008, 28.652, -11.449], [-6.420, 29.863, -12.615], [-7.011, 28.704, -11.379], [-6.296, 28.097, -12.794], [-4.902, 29.246, -10.747], [0.804, 32.526, -7.328], [-0.016, 31.873, -8.248], [1.785, 32.307, -7.775], [0.650, 32.198, -6.274], [0.679, 33.583, -7.506], [0.430, 31.082, -8.635], [-1.594, 29.816, -10.861], [-1.956, 31.078, -10.274], [-1.016, 29.174, -10.197], [-0.914, 29.927, -11.671], [-2.482, 29.209, -11.100], [-1.224, 31.672, -10.326], [1.823, 27.895, -9.303], [1.410, 27.665, -10.628], [2.067, 27.009, -8.707], [1.132, 28.506, -8.794], [2.732, 28.539, -9.222], [2.010, 27.061, -11.095], [-5.197, 30.075, -8.717], [-5.901, 29.721, -7.603], [-3.925, 29.823, -8.922], [-5.734, 30.761, -9.713], [-3.362, 29.186, -8.299], [-3.345, 30.095, -9.697], [-6.761, 30.788, -9.676], [-5.252, 31.058, -10.573], [-0.743, 33.753, -11.215], [-1.541, 34.537, -12.056], [-0.802, 33.958, -9.910], [-0.103, 32.698, -11.575], [-1.347, 34.722, -9.505], [-0.457, 33.323, -9.205], [-0.080, 32.592, -12.575], [0.523, 32.132, -11.026], [2.627, 30.875, -11.082], [1.553, 30.946, -10.266], [2.932, 29.760, -11.680], [3.465, 31.868, -11.326], [2.373, 28.966, -11.318], [3.761, 29.583, -12.296], [3.188, 32.689, -10.758], [4.031, 31.924, -12.179], [-4.729, 34.102, -9.249], [-4.898, 35.443, -9.129], [-5.526, 33.254, -8.777], [-3.867, 33.565, -10.102], [-5.956, 33.673, -7.946], [-5.454, 32.212, -8.895], [-3.243, 34.144, -10.544], [-3.401, 32.649, -9.990], [-1.922, 27.961, -5.011], [-2.218, 28.596, -6.321], [-0.944, 29.028, -6.975], [-2.772, 27.788, -7.132], [-2.662, 28.362, -4.328], [-0.900, 28.252, -4.629], [-1.974, 26.824, -4.949], [-2.821, 29.439, -6.179], [-0.391, 29.819, -6.498], [-1.210, 29.557, -7.899], [-0.256, 28.208, -7.247], [-2.223, 27.001, -7.136], [-2.561, 26.389, -11.743], [-3.547, 26.359, -12.949], [-3.116, 25.378, -14.086], [-4.729, 26.167, -12.697], [-3.011, 26.803, -10.874], [-1.687, 27.053, -12.056], [-2.002, 25.466, -11.675], [-3.563, 27.346, -13.263], [-2.048, 25.455, -14.237], [-3.469, 25.730, -15.098], [-3.310, 24.341, -13.993], [-5.067, 26.879, -12.148], [0.725, 29.211, -16.103], [0.885, 28.596, -14.737], [-0.421, 28.718, -13.950], [1.252, 27.446, -14.717], [-0.122, 28.743, -16.611], [1.610, 29.008, -16.662], [0.530, 30.333, -16.085], [1.644, 29.133, -14.224], [-0.268, 28.461, -12.920], [-1.147, 27.985, -14.231], [-0.911, 29.718, -14.022], [1.549, 27.262, -13.851], [-3.659, 30.608, -13.530], [-3.914, 31.943, -12.845], [-4.132, 33.092, -13.824], [-4.877, 32.058, -11.991], [-4.590, 30.167, -13.823], [-3.291, 29.795, -12.861], [-3.075, 30.892, -14.420], [-2.969, 32.233, -12.334], [-4.107, 34.055, -13.329], [-5.028, 32.918, -14.384], [-3.360, 33.007, -14.625], [-4.653, 32.805, -11.436], [-2.695, 32.289, -6.841], [-3.635, 32.777, -5.737], [-4.431, 31.635, -5.191], [-3.200, 33.453, -4.787], [-2.038, 31.495, -6.516], [-2.146, 33.119, -7.257], [-3.215, 31.954, -7.716], [-4.240, 33.533, -6.227], [-5.267, 32.000, -4.582], [-3.781, 30.974, -4.629], [-4.872, 31.139, -6.061], [-3.742, 34.189, -4.562], [-0.640, 26.017, -8.857], [-1.799, 25.174, -8.590], [-1.517, 23.812, -9.146], [-2.118, 25.170, -7.354], [-0.944, 27.044, -8.937], [-0.152, 25.840, -9.801], [-0.030, 25.932, -8.004], [-2.627, 25.542, -9.103], [-2.217, 23.036, -8.870], [-0.490, 23.461, -8.813], [-1.458, 23.967, -10.222], [-3.054, 25.039, -7.288]], "forces_ev_per_a": [[-0.5, -1.3, -1.1], [0.6, -0.7, -1.7], [0.6, -0.1, 0.5], [-1.0, 0.3, 0.6], [-0.4, 0.4, -0.5], [0.2, 0.9, 1.6], [1.4, -0.7, -0.7], [-1.3, -1.5, -0.7], [0.6, 0.2, 1.3], [0.2, 0.4, -0.7], [-0.3, 0.5, 0.7], [-0.3, 1.1, 0.5], [0.1, -0.3, 0.8], [-0.9, -1.6, -0.2], [0.0, 0.1, 0.7], [0.0, 0.4, -1.1], [0.3, 0.6, -0.3], [0.7, 0.3, -0.1], [2.4, 0.3, 0.8], [0.0, -0.3, -0.7], [-0.4, -0.1, -0.4], [-1.4, 0.3, 0.3], [-0.2, -0.5, -0.5], [-0.2, 0.0, 0.6], [-2.8, -2.4, 5.7], [3.3, 1.6, -5.4], [3.1, -2.4, 1.8], [-2.9, 0.4, -1.0], [-1.5, 0.8, -0.6], [-0.8, 0.7, 0.0], [0.8, 0.2, -0.2], [-0.2, 0.0, 0.0], [-6.0, 5.8, -2.3], [4.1, -3.8, 3.6], [-0.4, 1.8, 2.2], [1.5, -1.7, -3.1], [0.3, -0.3, -0.9], [0.3, -0.5, -0.4], [0.0, -0.3, -0.1], [0.5, -0.1, 0.6], [-3.2, 0.0, 2.5], [4.3, 0.0, -2.8], [0.3, -3.3, -1.1], [-0.4, 2.8, 1.1], [0.2, 0.4, -0.8], [-1.3, 0.6, 1.2], [0.8, -0.3, -1.2], [-0.5, 0.1, 0.9], [0.6, 8.5, -1.7], [1.3, -5.8, -0.1], [-3.7, -2.6, 4.6], [1.9, -2.2, -1.0], [-0.5, -0.9, -0.5], [-0.1, 1.8, 0.2], [1.6, 2.2, -1.4], [-0.7, 0.6, 0.6], [1.0, -0.8, 2.5], [4.5, 2.6, 3.0], [1.2, 1.5, -1.4], [-4.1, -4.3, -4.5], [0.0, -0.3, 0.7], [-1.1, -0.3, -0.3], [0.0, 1.4, -0.5], [-1.1, 1.4, 0.3], [0.4, 0.1, 0.9], [-0.1, -0.3, -0.3], [-0.4, 0.1, 0.5], [-0.3, -0.8, -0.3], [2.1, 0.4, -2.5], [9.0, 0.0, -2.1], [0.9, 2.5, -1.3], [-10.9, -3.1, 3.2], [-0.3, 0.0, 0.9], [-1.2, -0.3, 0.5], [-0.5, -0.7, 0.8], [1.6, 2.5, -1.8], [0.6, 0.0, 0.2], [-0.3, -0.4, 1.1], [-0.7, -0.9, 0.6], [-0.1, -0.1, 0.3], [-0.9, 0.9, -0.3], [-4.7, 11.2, 0.5], [-0.5, 1.8, 0.0], [3.7, -12.5, -1.9], [0.0, 0.0, -0.1], [0.7, 0.0, -0.7], [0.3, -1.5, 0.2], [0.7, 2.1, 0.7], [0.4, 0.2, 0.8], [-0.5, -0.6, -0.9], [0.4, -0.7, 0.2], [0.5, -1.1, 1.1], [-0.4, 0.0, 0.6], [5.0, 1.5, -3.3], [1.7, -1.1, -1.9], [-5.0, -2.1, 3.6], [-0.8, 0.0, -0.8], [0.5, 1.0, -0.7], [0.1, -0.9, 0.4], [0.1, -0.4, -0.3], [0.0, 0.1, -0.1], [-1.1, 0.1, 0.0], [-0.1, 0.7, 0.6], [-0.2, 0.9, 0.7], [0.4, 0.7, 0.6], [-4.2, -3.3, -6.6], [-1.4, -0.4, -1.3], [6.2, 4.5, 7.7], [0.4, -0.1, 0.1], [0.7, 0.4, 0.3], [-0.7, -0.6, -0.1], [-1.3, -0.7, -1.4], [0.3, -0.1, 0.1], [0.0, -0.2, 0.2], [-0.1, -0.6, 0.4], [-0.3, 0.6, 0.2], [0.1, 1.5, -0.9], [1.0, -1.7, -6.0], [1.9, -0.9, -0.2], [-0.9, 0.2, 7.6], [-0.1, 0.7, 0.1], [0.3, -0.5, -0.1], [1.4, -0.2, 0.9], [-1.4, 0.8, -1.7], [-0.4, -0.1, -0.1], [-1.1, 0.3, -0.3], [-0.1, -0.6, -0.2], [-0.7, -0.2, 0.6]], "mulliken_charge": [-1.002, -0.655, 0.291, 0.306, 0.512, -0.187, -1.046, 0.237, 0.291, 0.232, 0.412, -0.166, 0.866, 4.145, -0.730, 0.548, -1.208, -1.839, -1.038, -0.459, 0.391, 0.295, 0.397, 0.207, 0.347, -0.843, 1.863, 0.138, -0.219, -1.113, 0.296, -0.001, -0.081, -0.745, -0.063, 0.065, 0.344, -0.014, 0.219, 0.166, 0.303, -0.462, -0.169, -0.455, 0.100, 0.256, 0.289, 0.200, 0.284, -0.823, -0.082, 0.220, 0.278, 0.267, 0.040, -0.533, -1.782, 1.368, -1.240, -0.620, 0.425, 0.349, 0.265, -0.578, 0.852, -0.298, 0.752, 0.250, -0.333, 0.894, -1.727, -0.679, -0.079, -0.105, 0.569, -0.257, 0.336, 0.375, 0.456, 0.505, -1.643, 0.601, 0.717, -0.554, 0.378, 0.475, 0.268, 0.147, -0.976, 0.270, -0.067, 0.366, -0.647, 1.369, -1.766, -0.691, 0.395, -0.550, 0.565, -0.692, 0.371, 0.418, 0.393, 0.359, -0.437, -0.034, -1.131, -0.574, 0.224, 0.310, -0.102, 0.430, 0.398, 0.167, 0.125, 0.462, -0.431, 0.301, -1.708, -0.576, -0.963, 0.637, 0.840, 0.556, 0.419, 0.286, 0.286, 0.438], "de_lowest_kcal_mol": 23.7, "total_charge": 0, "total_energy_ev": -68836.625, "gap_ev": 8.06}